Entry i
One molecule with the formula C3H3NO2. Source: the OMol25 dataset; level of theory: the ωB97M-V functional and the def2-TZVPD basis.

Atoms and positions in Å:
O: 2.041 0.140 0.239
C: 0.737 -0.070 0.081
N: 0.317 -1.046 -0.680
O: -1.099 -1.181 -0.448
C: -1.409 0.045 -0.074
C: -0.365 0.674 0.508
H: 2.484 -0.591 -0.228
H: -2.324 0.505 -0.390
H: -0.449 1.449 1.215

Values from the calculation:
* SMILES string: Oc1ccon1
* gap between HOMO and LUMO: 10.27 eV
* highest occupied orbital energy: -9.49 eV
* LUMO: 0.79 eV



Entry ii
A 2-piece molecular cluster, C3H3NO2 overall. Source: the OMol25 dataset; level of theory: the ωB97M-V functional and the def2-TZVPD basis.

Atoms and positions in Å:
C: 0.159 -0.238 -1.579
C: 0.777 -0.362 1.067
C: 0.079 -0.282 -0.199
N: 0.212 -0.213 -2.725
O: -0.343 -1.166 0.684
O: -1.149 1.522 0.051
H: 1.719 -0.892 1.133
H: 0.563 0.406 1.799
H: -2.018 1.224 -0.232

Values from the calculation:
* gap between HOMO and LUMO (alpha / beta): 8.89 / 8.95 eV
* highest occupied orbital energy (alpha / beta): -10.18 / -10.25 eV
* LUMO (alpha / beta): -1.30 / -1.29 eV



Top of the stability list: entry i, leading by 2.387 eV.



Entry i
One molecule with the formula C3H3NO2. Source: the OMol25 dataset; level of theory: the ωB97M-V functional and the def2-TZVPD basis.

Atoms and positions in Å:
C: 0.267 2.701 -0.343
C: 0.788 1.392 0.425
C: 0.074 0.063 0.095
N: -0.217 3.578 -0.925
O: 1.035 1.545 1.750
O: 2.041 1.330 0.810
H: 0.733 -0.369 -0.660
H: -0.879 0.382 -0.317
H: 0.186 -0.229 1.108

Values from the calculation:
* SMILES string: CC1(C#N)OO1
* gap between HOMO and LUMO: 12.13 eV
* highest occupied orbital energy: -11.28 eV
* LUMO: 0.85 eV



Entry ii
A 2-piece molecular cluster, C3H3NO2 overall. Source: the OMol25 dataset; level of theory: the ωB97M-V functional and the def2-TZVPD basis.

Atoms and positions in Å:
C: 0.899 -0.194 -0.291
C: -0.826 0.131 2.164
C: 0.109 0.076 -1.444
N: 1.659 -0.609 0.480
O: -0.952 -0.113 3.267
O: -0.782 0.280 1.019
H: 0.448 -0.729 -2.073
H: 0.317 1.068 -1.853
H: -0.871 0.089 -1.268

Values from the calculation:
* SMILES string: O=C=O.CC#N
* gap between HOMO and LUMO: 11.58 eV
* highest occupied orbital energy: -11.05 eV
* LUMO: 0.53 eV



Top of the stability list: entry ii, leading by 4.622 eV.



Entry i
An isolated ion of composition C6H10N3 and charge +1. Source: the OMol25 dataset; level of theory: the ωB97M-V functional and the def2-TZVPD basis.

Atoms and positions in Å:
C: -2.401 -0.881 -0.149
C: -2.738 0.349 0.209
C: -0.558 0.272 -0.078
C: 1.207 1.897 -0.521
C: 0.852 0.706 0.034
C: 1.738 -0.313 0.634
N: -1.050 -0.940 -0.318
N: -1.562 1.090 0.352
N: 1.725 -1.530 -0.261
H: -2.829 -1.831 -0.288
H: -3.712 0.723 0.262
H: 2.213 2.065 -0.493
H: 0.504 2.346 -1.212
H: 2.770 0.125 0.876
H: 1.315 -0.634 1.638
H: -1.437 1.971 0.748
H: 2.029 -2.318 0.186
H: 2.177 -1.443 -1.236
H: -0.242 -1.652 -0.384

Values from the calculation:
* SMILES string: C=C(CN)c1[nH]cc[nH+]1
* gap between HOMO and LUMO: 10.18 eV
* highest occupied orbital energy: -13.67 eV
* LUMO: -3.48 eV
* net charge: +1



Entry ii
A 2-piece molecular cluster, C6H10N3 overall. Source: the OMol25 dataset; level of theory: the ωB97M-V functional and the def2-TZVPD basis.

Atoms and positions in Å:
C: -0.158 -1.691 -2.742
C: -0.294 -1.966 -3.982
C: -0.998 0.273 1.397
C: 1.309 1.393 0.680
C: -0.729 1.450 2.384
C: 0.434 0.743 1.694
N: -0.080 -1.350 -1.556
N: -0.073 -1.622 0.739
N: -0.079 -1.635 -0.383
H: 0.295 -2.737 -4.505
H: -0.749 -1.408 -4.904
H: -1.603 -0.708 1.787
H: 1.888 2.283 1.093
H: 0.949 1.856 -0.244
H: 2.200 0.781 0.263
H: -0.824 1.298 3.429
H: -1.562 0.495 0.453
H: -0.983 2.420 2.028
H: 1.056 0.125 2.369

Values from the calculation:
* gap between HOMO and LUMO: 7.68 eV
* highest occupied orbital energy: -13.81 eV
* LUMO: -6.13 eV
* net charge: +1



Entry iii
An isolated ion of composition C6H10N3 and charge +1. Source: the OMol25 dataset; level of theory: the ωB97M-V functional and the def2-TZVPD basis.

Atoms and positions in Å:
C: -3.374 -1.108 -0.061
C: 0.139 -0.760 0.682
C: -2.520 2.108 -0.842
C: -1.149 -0.497 0.588
C: 1.633 0.623 -0.806
C: 1.146 0.370 0.664
N: -3.683 0.090 -0.428
N: -2.854 1.023 -0.623
N: -2.169 -1.434 0.398
H: -4.048 -1.852 -0.217
H: 0.350 -1.834 0.724
H: -2.065 3.010 -0.940
H: -1.315 0.603 0.941
H: 0.814 0.729 -1.474
H: 2.115 -0.197 -1.291
H: 2.282 1.446 -0.924
H: 0.674 1.171 1.198
H: 1.981 0.176 1.375
H: -1.818 -2.329 0.685

Values from the calculation:
* SMILES string: C#[N+]/N=C\N/C=C/CC
* gap between HOMO and LUMO: 8.61 eV
* highest occupied orbital energy: -13.20 eV
* LUMO: -4.59 eV
* net charge: +1



Entry iv
An isolated ion of composition C6H10N3 and charge +1. Source: the OMol25 dataset; level of theory: the ωB97M-V functional and the def2-TZVPD basis.

Atoms and positions in Å:
C: 2.773 -0.076 0.090
C: 3.739 -0.834 -0.242
C: -1.772 0.055 -0.614
C: -1.331 1.472 -0.429
C: -0.467 -0.774 -0.113
C: -0.142 1.297 0.548
N: 2.069 0.899 0.025
N: 1.086 1.603 -0.030
N: -0.006 -0.026 1.022
H: 3.875 -1.768 0.251
H: 4.490 -0.574 -1.101
H: -2.661 -0.100 0.039
H: -1.804 -0.154 -1.658
H: -1.045 2.016 -1.277
H: -2.071 1.979 0.095
H: -0.857 -1.806 0.055
H: 0.323 -0.791 -0.819
H: -0.269 1.998 1.441
H: -0.830 -0.138 1.647

Values from the calculation:
* SMILES string: C=C=[N+]=N[C@H]1CCCN1
* gap between HOMO and LUMO: 7.77 eV
* highest occupied orbital energy: -14.17 eV
* LUMO: -6.40 eV
* net charge: +1



Top of the stability list: entry i, leading by 4.017 eV.



Entry i
A 2-piece molecular cluster, C6H12O3 overall. Source: the OMol25 dataset; level of theory: the ωB97M-V functional and the def2-TZVPD basis.

Atoms and positions in Å:
C: -1.702 -0.161 -0.088
C: -1.720 -1.312 0.681
C: -1.289 -0.152 -1.522
C: -0.115 1.244 0.875
O: 0.033 2.160 0.109
H: -2.308 0.679 0.238
H: -0.571 1.380 1.882
H: -0.551 -0.927 -1.721
H: -0.426 -1.295 1.379
H: -2.396 -1.365 1.527
H: -1.521 -2.258 0.188
H: -2.166 -0.308 -2.156
H: -0.851 0.810 -1.791
C: 2.456 0.430 -0.839
C: 1.089 -0.027 1.060
O: 1.575 -0.462 -0.160
O: 0.621 -0.994 1.811
H: 1.782 0.641 1.598
H: 1.936 1.327 -1.175
H: 2.826 -0.118 -1.702
H: 3.297 0.709 -0.197

Values from the calculation:
* SMILES string: CO[C@H](O)C=O.C=CC
* gap between HOMO and LUMO: 8.11 eV
* highest occupied orbital energy: -8.44 eV
* LUMO: -0.32 eV



Entry ii
One molecule with the formula C6H12O3. Source: the OMol25 dataset; level of theory: the ωB97M-V functional and the def2-TZVPD basis.

Atoms and positions in Å:
C: 2.560 -1.065 0.198
C: 1.485 0.054 -0.426
C: 0.723 0.708 0.868
C: -0.556 1.670 0.513
O: -1.673 1.001 -0.171
C: -2.092 -0.234 0.507
O: -1.649 -1.360 -0.361
C: -1.971 -0.955 -1.769
O: -1.131 -1.309 -2.778
H: 2.006 -1.846 0.910
H: 3.360 -0.528 0.898
H: 3.112 -1.654 -0.662
H: 2.108 0.912 -0.971
H: 0.787 -0.448 -1.220
H: 1.521 1.396 1.429
H: 0.450 -0.138 1.657
H: -0.158 2.504 -0.235
H: -0.904 2.266 1.485
H: -3.283 -0.304 0.524
H: -1.752 -0.333 1.623
H: -2.941 -0.336 -2.020

Values from the calculation:
* SMILES string: CCCCOCOC=O
* gap between HOMO and LUMO: 11.10 eV
* highest occupied orbital energy: -10.54 eV
* LUMO: 0.56 eV



Top of the stability list: entry i, leading by 0.817 eV.